70
Properties=species:S:1:pos:R:3:nbo_charge:R:1 method="wB97M-V/def2-TZVPD" total_energy_ha=-8035.8182 homo_lumo_gap_ev=8.89 lumo_ev=-0.105 mol_weight_g_mol=1016.70
C -0.16 2.51 -3.13 -0.61
C -0.02 2.27 -1.62 -0.43
C 1.28 2.79 -1.06 -0.63
Br 1.45 2.29 0.83 0.04
B 2.68 2.30 -1.60 0.70
I 2.89 0.50 -2.74 -0.02
C 4.01 3.06 -1.27 -0.86
C 4.88 2.24 -0.29 -0.42
C 6.37 2.57 -0.41 -0.49
I 7.61 0.83 -0.21 0.06
H 0.12 1.61 -3.68 0.22
H -1.19 2.75 -3.37 0.22
H 0.48 3.32 -3.48 0.21
H -0.84 2.79 -1.11 0.21
H -0.15 1.22 -1.36 0.22
H 1.29 3.88 -1.05 0.24
H 4.56 3.22 -2.19 0.25
H 3.78 4.02 -0.81 0.23
H 4.73 1.17 -0.43 0.22
H 4.56 2.45 0.73 0.22
H 6.70 3.23 0.38 0.22
H 6.62 2.99 -1.37 0.21
Cl -3.42 2.36 6.39 0.03
C -3.12 2.55 4.70 -0.07
C -1.83 2.46 4.19 -0.07
Cl -0.48 2.15 5.22 0.03
C -1.61 2.62 2.83 -0.17
C -2.67 2.86 1.98 -0.21
C -3.96 2.95 2.49 -0.21
C -4.18 2.79 3.84 -0.22
H -0.61 2.55 2.42 0.23
H -2.49 2.99 0.92 0.22
H -4.80 3.13 1.83 0.21
H -5.18 2.85 4.25 0.23
Cl 4.77 -2.30 -0.32 0.03
C 3.54 -3.46 -0.68 -0.06
C 3.75 -4.82 -0.47 -0.07
Cl 5.25 -5.41 0.16 0.02
C 2.74 -5.73 -0.77 -0.22
C 1.53 -5.28 -1.27 -0.19
C 1.32 -3.93 -1.48 -0.21
C 2.32 -3.02 -1.18 -0.22
H 2.91 -6.78 -0.60 0.23
H 0.75 -6.00 -1.50 0.22
H 0.38 -3.58 -1.86 0.22
H 2.18 -1.96 -1.33 0.23
Cl -3.20 4.81 -1.70 0.02
C -4.17 6.03 -0.96 -0.05
C -3.99 7.37 -1.27 -0.07
Cl -2.78 7.87 -2.40 0.03
C -4.77 8.33 -0.65 -0.21
C -5.74 7.96 0.26 -0.20
C -5.93 6.61 0.56 -0.19
C -5.15 5.65 -0.05 -0.22
H -4.62 9.37 -0.89 0.23
H -6.35 8.71 0.74 0.22
H -6.69 6.31 1.27 0.22
H -5.29 4.61 0.17 0.23
Cl -1.70 -7.41 -0.41 0.02
C -0.74 -8.78 0.02 -0.07
C 0.25 -8.68 0.99 -0.06
Cl 0.58 -7.19 1.79 0.04
C 1.01 -9.80 1.31 -0.22
C 0.77 -11.01 0.68 -0.20
C -0.23 -11.10 -0.28 -0.20
C -0.98 -9.99 -0.61 -0.21
H 1.78 -9.71 2.06 0.23
H 1.36 -11.87 0.94 0.22
H -0.42 -12.05 -0.77 0.22
H -1.76 -10.05 -1.35 0.23